The following is a quantum chemistry calculation of 8 unconnected molecules or ions with the total composition C32H49N5O6S3 in a non-equilibrium geometry, from OMol25.

Results
Maximum force in eV/Å: 2.337
E_HOMO in eV: -7.794
Lowest unoccupied orbital energy in eV: 0.52
Energy relative to the best compared isomer or geometry (same formula, charge and spin) in eV: 0.000
E in Ha: -3168.3859

Element x y z (Å)
O -8.6805 2.6070 31.1560
S -10.1121 2.6789 31.2994
O -10.7925 1.5745 31.9188
C -10.5099 4.2172 32.1523
C -10.4813 5.3376 31.0834
C -10.9982 4.7101 29.7641
C -10.8717 3.2094 29.7487
H -9.8460 4.3276 33.0045
H -11.5496 4.1428 32.4753
H -11.2545 6.0674 31.3335
H -9.5853 5.9551 31.1376
H -10.6976 5.1190 28.8029
H -12.0653 4.9320 29.8164
H -10.3511 2.6993 28.9430
H -11.8559 2.7656 29.9258
O -12.0445 5.8047 26.5078
S -10.9357 6.2256 25.6611
O -9.5804 5.8981 26.0734
C -11.1345 5.5833 23.9799
C -10.5815 6.7749 23.1876
C -11.1266 8.0762 23.8216
C -10.9334 8.0118 25.3538
H -12.2131 5.5708 23.8627
H -10.6994 4.6102 23.7904
H -9.5023 6.8884 23.3077
H -10.8348 6.8125 22.1297
H -12.1245 8.3614 23.4851
H -10.4841 8.8980 23.4958
H -11.6890 8.4252 26.0151
H -9.9379 8.3737 25.5891
O -17.7513 -0.8850 28.3052
S -18.6876 -1.6977 27.5849
O -18.3029 -3.0367 27.1813
C -20.2243 -1.7152 28.5693
C -20.8495 -0.3646 28.1219
C -20.7941 -0.3818 26.5901
C -19.3418 -0.7218 26.2246
H -19.8723 -1.7340 29.5981
H -20.7940 -2.6093 28.3329
H -21.8867 -0.4370 28.4530
H -20.3114 0.4576 28.5835
H -21.1555 0.5661 26.1769
H -21.5849 -1.0057 26.1656
H -18.7502 0.1675 26.0149
H -19.3361 -1.2708 25.2816
C -14.2796 2.9198 20.8681
C -14.8028 3.3511 22.0626
C -14.2951 2.5472 23.0672
N -13.3908 1.7115 22.4727
C -13.3920 1.8858 21.1077
H -14.5433 3.3524 19.9129
H -15.5345 4.1286 22.2025
H -14.5150 2.4629 24.1206
H -12.8408 1.0476 22.9859
H -12.6809 1.2857 20.5657
C -14.0027 2.5977 27.0856
C -15.3606 2.9297 26.8757
C -16.1597 1.9463 27.4206
N -15.3060 1.0485 28.0054
C -14.0228 1.3658 27.7576
H -13.1425 3.2166 26.8926
H -15.6325 3.8893 26.4578
H -17.2148 1.7420 27.4219
H -15.6986 0.2180 28.4220
H -13.1558 0.8830 28.1788
C -15.4684 8.2451 23.7935
C -15.2852 7.4832 24.9820
C -14.6595 6.3346 24.6005
N -14.4336 6.3423 23.2556
C -15.0417 7.4691 22.7325
H -16.0016 9.1766 23.6876
H -15.6350 7.7492 25.9635
H -14.3705 5.5170 25.2430
H -13.9654 5.6394 22.7146
H -15.0971 7.5131 21.6563
C -11.0150 -1.1884 29.1147
C -12.0976 -0.9544 29.9974
C -12.7879 -2.1261 30.1498
N -12.2710 -3.0070 29.2486
C -11.1777 -2.4651 28.6175
H -10.1588 -0.5543 28.9538
H -12.3688 0.0247 30.3601
H -13.6784 -2.4090 30.6862
H -12.6015 -3.9200 28.9978
H -10.5554 -3.0463 27.9590
C -18.0622 2.0284 24.0599
C -18.7992 2.8286 24.9434
C -19.2078 3.9606 24.2453
N -18.6722 3.8999 22.9691
C -17.9058 2.7798 22.9194
H -17.5439 1.0927 24.1905
H -19.1601 2.5488 25.9211
H -19.7651 4.7956 24.6353
H -18.8274 4.6184 22.2912
H -17.3066 2.6068 22.0403